Formula: C52H142N16O23
Source: the Open Molecules 2025 dataset
Level of theory: the ωB97M-V functional and the def2-TZVPD basis

Geometry as XYZ:
```
233
C52H142N16O23, DFT the ωB97M-V functional and the def2-TZVPD basis
C 1.019 3.652 3.628
O -0.079 2.774 3.502
C -0.298 1.972 4.664
C 0.543 0.686 4.610
N 0.137 -0.353 3.655
C -0.874 -1.291 4.264
C -0.358 -2.333 5.181
O 0.171 -3.457 4.480
C -0.860 -4.322 3.997
H 1.961 3.132 3.760
H 0.810 4.383 4.422
H 1.152 4.276 2.746
H -1.367 1.767 4.786
H -0.030 2.621 5.528
H 0.630 0.142 5.561
H 1.582 1.024 4.337
H -0.338 0.052 2.852
H -1.460 -1.663 3.362
H -1.616 -0.713 4.808
H -1.041 -2.722 5.907
H 0.497 -1.781 5.685
H -0.410 -5.077 3.366
H -1.556 -3.698 3.398
H -1.372 -4.944 4.756
C 0.164 2.709 8.788
O -0.445 1.541 8.293
C -1.852 1.635 8.256
C -2.430 0.471 7.429
N -1.726 -0.805 7.564
C -1.733 -1.414 8.902
C -1.548 -2.945 8.937
O -0.368 -3.348 8.281
C -0.332 -4.767 8.250
H -0.275 3.041 9.714
H -0.023 3.535 8.095
H 1.165 2.384 9.035
H -2.171 2.551 7.798
H -2.291 1.626 9.289
H -2.379 0.764 6.377
H -3.485 0.375 7.775
H -0.788 -0.536 7.260
H -2.766 -1.198 9.268
H -1.053 -0.917 9.582
H -2.383 -3.314 8.382
H -1.587 -3.300 9.976
H -0.664 -5.270 9.182
H 0.682 -5.194 7.987
H -1.087 -5.075 7.506
C -5.176 2.197 -6.681
O -4.123 1.583 -5.968
C -2.933 1.598 -6.782
C -1.784 1.222 -5.959
N -1.779 -0.170 -5.707
C -0.533 -0.906 -5.582
C 0.474 -0.763 -6.727
O -0.061 -1.160 -7.991
C -0.156 -2.540 -8.213
H -5.227 1.810 -7.686
H -4.971 3.305 -6.736
H -6.143 2.060 -6.268
H -2.784 2.663 -7.186
H -2.995 0.919 -7.674
H -1.890 1.876 -5.027
H -0.882 1.570 -6.467
H -2.188 -0.411 -4.824
H -0.827 -1.894 -5.601
H -0.027 -0.743 -4.634
H 1.253 -1.416 -6.454
H 0.786 0.296 -6.896
H -0.606 -2.685 -9.232
H -0.714 -3.053 -7.457
H 0.845 -2.990 -8.186
C -5.032 6.925 0.014
O -6.118 6.779 -0.861
C -6.284 5.545 -1.433
C -5.841 5.369 -2.831
N -4.370 5.196 -2.831
C -3.856 4.734 -4.118
C -2.403 4.548 -4.190
O -1.598 5.731 -3.965
C -0.218 5.404 -4.029
H -5.083 7.712 0.728
H -4.094 6.873 -0.506
H -5.023 5.993 0.577
H -7.345 5.247 -1.445
H -5.711 4.826 -0.836
H -6.108 6.189 -3.499
H -6.111 4.428 -3.194
H -4.035 6.143 -2.572
H -4.242 5.260 -5.004
H -4.429 3.834 -4.182
H -2.112 4.138 -5.135
H -2.124 3.802 -3.489
H -0.083 4.728 -4.873
H 0.173 4.991 -3.120
H 0.434 6.249 -4.338
C 4.401 1.774 2.340
O 3.730 0.699 2.920
C 3.316 -0.341 2.046
C 4.303 -1.522 1.892
N 3.622 -2.832 1.622
C 2.929 -3.470 2.791
C 2.225 -4.711 2.270
O 3.244 -5.697 1.939
C 2.662 -6.883 1.341
H 4.273 2.664 2.938
H 4.026 1.922 1.341
H 5.489 1.515 2.332
H 2.998 0.075 1.056
H 2.429 -0.696 2.593
H 4.991 -1.582 2.759
H 4.783 -1.354 0.990
H 4.413 -3.449 1.566
H 2.240 -2.740 3.221
H 3.629 -3.725 3.582
H 1.593 -4.507 1.426
H 1.522 -5.154 3.010
H 3.472 -7.493 0.981
H 2.037 -6.565 0.520
H 2.045 -7.464 2.080
C -2.604 -4.855 0.446
O -2.410 -5.771 1.516
C -3.142 -6.985 1.351
C -3.009 -7.832 2.568
N -1.646 -7.895 2.897
C -1.301 -8.925 3.889
C 0.036 -8.737 4.594
O 0.035 -7.564 5.380
C 1.419 -7.085 5.475
H -2.041 -3.954 0.580
H -3.664 -4.685 0.202
H -2.218 -5.295 -0.482
H -2.834 -7.476 0.432
H -4.253 -6.806 1.168
H -3.373 -8.830 2.296
H -3.633 -7.367 3.446
H -1.342 -7.032 3.148
H -1.302 -9.934 3.470
H -1.967 -8.953 4.759
H 0.829 -8.609 3.871
H 0.305 -9.625 5.213
H 1.767 -6.654 4.540
H 2.027 -7.929 5.752
H 1.521 -6.336 6.217
C -3.422 -0.858 1.159
O -2.161 -0.281 1.224
C -2.027 1.058 0.840
C -0.659 1.235 0.197
N -0.719 0.494 -1.071
C 0.490 0.530 -1.836
C 0.880 1.928 -2.315
O 2.241 1.960 -2.801
C 2.365 1.381 -4.089
H -3.603 -1.350 0.224
H -4.192 -0.069 1.314
H -3.489 -1.583 2.009
H -2.164 1.747 1.700
H -2.815 1.287 0.146
H 0.137 0.867 0.816
H -0.483 2.328 0.062
H -0.998 -0.419 -0.851
H 0.445 -0.158 -2.713
H 1.350 -0.003 -1.304
H 0.869 2.538 -1.452
H 0.198 2.366 -3.060
H 3.303 1.755 -4.400
H 1.623 1.667 -4.835
H 2.336 0.274 -4.107
C 8.603 6.317 0.181
O 7.739 5.282 0.452
C 7.866 4.184 -0.533
C 6.677 3.249 -0.450
N 6.795 2.210 -1.483
C 5.629 1.258 -1.552
C 6.027 0.097 -2.454
O 4.802 -0.678 -2.546
C 4.881 -1.766 -3.510
H 8.341 6.826 -0.728
H 9.594 5.830 0.206
H 8.437 7.022 1.045
H 8.778 3.664 -0.252
H 8.118 4.525 -1.587
H 5.749 3.769 -0.631
H 6.580 2.789 0.498
H 7.678 1.716 -1.315
H 4.827 1.851 -2.040
H 5.341 0.962 -0.566
H 6.882 -0.551 -2.097
H 6.387 0.508 -3.433
H 5.415 -2.547 -2.980
H 5.174 -1.550 -4.484
H 3.886 -2.186 -3.539
C 4.328 4.305 -5.162
O 4.344 4.742 -6.292
N 3.374 4.649 -4.213
N 5.311 3.459 -4.748
H 3.095 3.832 -3.657
H 2.611 5.090 -4.658
H 6.042 3.254 -5.386
H 5.315 3.309 -3.755
C 0.351 -2.507 -0.449
O -0.611 -2.610 -1.213
N 1.704 -2.690 -0.863
N 0.223 -2.125 0.846
H 2.440 -2.720 -0.170
H 1.833 -2.902 -1.827
H 1.050 -1.910 1.351
H -0.637 -1.631 1.058
C 0.799 3.751 -7.575
O 1.213 2.775 -6.978
N -0.290 3.715 -8.391
N 1.514 4.952 -7.584
H -0.121 4.127 -9.347
H -0.681 2.760 -8.405
H 0.909 5.784 -7.571
H 2.294 4.988 -6.925
C -6.460 1.721 -2.203
O -5.874 2.252 -1.235
N -7.729 2.165 -2.674
N -5.773 0.858 -2.980
H -8.409 1.397 -2.947
H -8.165 2.481 -1.801
H -6.007 0.522 -3.910
H -4.789 0.781 -2.786
O -3.014 -0.171 -2.575
H -2.117 0.178 -2.399
H -2.859 -1.091 -2.817
O -3.251 3.210 -0.813
H -3.986 2.621 -0.663
H -3.669 3.847 -1.504
O -1.801 -3.572 -3.557
H -1.805 -4.424 -4.023
H -1.409 -3.670 -2.650
```

Properties
- Spin multiplicity: 1
- Largest force on an atom: 4.36 eV Å⁻¹
- Highest occupied orbital energy: -8.2476 eV
- ΔE to the lowest compared entry with this formula, charge and spin: 0.0 kcal per mole
- DFT total energy: -127151.9995 eV
- Net charge: 0